#a
This record from the Open Molecules 2025 dataset describes C18H26ClN3O3 as an isolated structure. The level of theory is the ωB97M-V functional and the def2-TZVPD basis.

Element x y z (Å)
C1 1.3303 -1.5343 4.0003
H1 0.7843 -1.8448 4.9965
H2 2.2818 -1.8653 4.1105
H3 1.1946 -0.4662 3.9988
C2 0.2774 -2.0738 2.6972
C3 -0.9508 -1.6557 2.7228
H4 -0.9029 -0.5376 2.7377
H5 -1.6079 -2.0511 1.9659
H6 -1.5323 -2.2118 3.7010
O1 1.1353 -1.6162 1.6195
C4 0.9421 -2.4759 0.5360
C5 1.7945 -2.0587 -0.6161
H7 1.5809 -0.7370 -0.8801
H8 2.9083 -2.1308 -0.2267
C6 1.4725 -2.6367 -1.9756
N1 0.4559 -2.1853 -2.6832
C7 0.2603 -1.2345 -3.7605
O2 1.2950 -0.9827 -4.3892
C8 -1.1815 -0.8720 -3.7629
N2 -1.3343 0.2094 -3.0323
C9 -1.6923 -0.0481 -1.6899
O3 -1.6429 -1.1390 -1.1681
N3 -1.3826 1.1703 -0.9837
C10 -1.6319 1.4322 0.2888
C11 -0.8663 2.0131 1.2067
C12 -0.7951 3.6050 1.3575
C13 0.1842 4.3331 1.7759
C14 1.4279 3.4676 2.4229
C15 1.5961 2.1773 1.9082
C16 0.4944 1.5909 1.3689
H9 0.5288 0.3923 1.3006
H10 2.2637 1.5753 2.2720
H11 2.2400 4.0697 2.7996
H12 0.1052 5.3284 1.9963
Cl1 -2.2024 4.4849 0.7648
H13 -2.6540 1.9446 0.5665
H14 -2.1164 0.4152 0.8329
C17 -1.0416 2.3800 -2.0368
H15 -0.4425 2.9206 -1.6539
C18 -0.8225 1.4299 -3.2914
H16 -1.3903 2.1358 -4.2034
H17 0.3675 1.4759 -3.5896
H18 -2.1824 2.8551 -2.1764
H19 -1.2480 -0.4627 -5.0903
H20 -1.8953 -1.8153 -3.7579
H21 -0.5533 -2.1442 -1.9743
H22 2.3667 -2.1912 -2.7335
H23 1.5471 -3.4846 -1.8801
H24 0.8421 -3.4862 0.6824
H25 -0.0949 -2.2050 0.0772
H26 0.4877 -3.2598 2.8484

Its gap between HOMO and LUMO is 8.51 eV. The spin multiplicity is 1. Its total charge is 0. As for the HOMO energy: -8.76 eV.


#b
This record from the Open Molecules 2025 dataset describes the molecule C18H26ClN3O3. The level of theory is the ωB97M-V functional and the def2-TZVPD basis.

Element x y z (Å)
O1 -0.6680 -0.7404 1.8767
C1 -1.0544 -0.9129 0.7386
N1 -0.4487 -0.3278 -0.3587
C2 -1.2549 0.2964 -1.3963
C3 -1.5348 1.7491 -1.0859
C4 -2.2651 2.0665 0.0525
C5 -2.5111 3.3919 0.3638
C6 -2.0412 4.4145 -0.4461
C7 -1.3151 4.0931 -1.5784
C8 -1.0596 2.7698 -1.8969
H1 -0.4915 2.5303 -2.7839
H2 -0.9437 4.8817 -2.2151
H3 -2.2421 5.4426 -0.1901
Cl1 -3.4219 3.7753 1.7814
H4 -2.6298 1.2820 0.6980
H5 -2.2058 -0.2311 -1.4725
H6 -0.7231 0.2108 -2.3495
C9 0.8116 0.3444 -0.0703
H7 0.7023 0.9856 0.8101
H8 1.0829 0.9602 -0.9276
C10 1.9137 -0.6947 0.1565
N2 3.2318 -0.0906 0.0745
C11 4.2755 -1.0840 -0.1225
C12 5.6158 -0.3703 -0.2986
H9 6.4274 -1.0925 -0.4034
O2 5.9298 0.4196 0.8225
C13 4.9151 1.3686 1.0511
C14 3.5543 0.7022 1.2514
H10 2.7951 1.4726 1.3855
H11 3.5854 0.0735 2.1585
H12 5.2086 1.9217 1.9448
H13 4.8530 2.0589 0.1959
H14 5.5680 0.2622 -1.1983
H15 4.0517 -1.6606 -1.0227
H16 4.3446 -1.7762 0.7352
H17 1.8389 -1.4420 -0.6389
H18 1.7467 -1.2009 1.1199
N3 -2.1472 -1.7069 0.4454
C15 -2.9200 -2.2099 1.5678
H19 -2.8986 -1.4698 2.3676
C16 -4.3488 -2.4514 1.0800
O3 -4.3788 -3.3578 -0.0015
C17 -3.5996 -2.8949 -1.0780
C18 -2.1486 -2.6642 -0.6449
H20 -1.5399 -2.3104 -1.4746
H21 -1.7358 -3.6214 -0.2909
H22 -3.6560 -3.6651 -1.8490
H23 -4.0225 -1.9557 -1.4699
H24 -4.9558 -2.8994 1.8674
H25 -4.7968 -1.4935 0.7737
H26 -2.4935 -3.1492 1.9458

Its gap between HOMO and LUMO is 9.40 eV. The spin multiplicity is 1. Its total charge is 0. The structure (SMILES) is O=C(N1CCOCC1)N(CCN1CCOCC1)Cc1cccc(Cl)c1. As for the HOMO energy: -8.73 eV.


Least stable: #a


#a
This record from the Open Molecules 2025 dataset describes a 2-piece molecular cluster, C10H12N2OP overall. The level of theory is the ωB97M-V functional and the def2-TZVPD basis.

Element x y z (Å)
C1 -4.6438 0.2568 0.3783
C2 -3.7373 0.0323 1.3898
C3 -4.2881 0.2479 -0.9861
C4 -2.3494 0.1009 0.9824
C5 -3.0309 -0.0996 -1.3584
C6 3.8914 -0.7567 0.0856
C7 2.8446 -1.5738 0.0488
C8 2.0479 0.4432 -0.0640
C9 -2.0366 -0.0833 -0.3485
C10 4.0824 1.7619 0.4329
N1 3.3576 0.5110 0.0825
N2 1.7246 -0.8523 -0.0882
O1 -0.6711 -0.3310 -0.6414
P1 0.1046 -1.5896 -0.1217
H1 -5.6988 0.2282 0.6710
H2 -3.9850 -0.0327 2.4352
H3 -5.0081 0.3751 -1.8758
H4 -1.5809 0.1889 1.7606
H5 -2.8224 -0.3107 -2.4003
H6 4.9957 -0.8397 -0.0681
H7 2.8007 -2.6665 -0.1045
H8 1.3999 1.2455 0.1261
H9 3.5790 2.5542 -0.0203
H10 3.9062 1.9621 1.4483
H11 5.1936 1.7520 0.1056
H12 -0.0757 -2.5241 -1.8698

Its gap between HOMO and LUMO is 8.62 eV. The spin multiplicity is 1. Its total charge is +1. As for the HOMO energy: -12.19 eV.


#b
This record from the Open Molecules 2025 dataset describes an isolated ion of composition C10H12N2OP and charge +1. The level of theory is the ωB97M-V functional and the def2-TZVPD basis.

Element x y z (Å)
C1 -4.4839 -1.1989 -0.2503
C2 -3.3220 -1.2803 -1.0036
C3 -4.5865 -0.2736 0.7784
C4 -2.2698 -0.4236 -0.7432
C5 -3.5394 0.5880 1.0500
C6 1.9265 0.5671 -1.3495
C7 3.1152 0.0383 -0.9735
C8 2.7753 0.3167 1.3208
C9 -2.3862 0.5153 0.2743
C10 4.7954 -0.7312 0.5928
N1 0.9665 0.9439 -0.5249
N2 3.4916 -0.0990 0.3626
O1 -1.3814 1.4205 0.5360
P1 -0.2362 1.9988 -0.4238
H1 -5.3115 -1.8563 -0.4670
H2 -3.2432 -2.0067 -1.7969
H3 -5.4885 -0.2192 1.3666
H4 -1.3563 -0.4588 -1.3230
H5 -3.6091 1.3183 1.8425
H6 1.7604 0.6506 -2.4191
H7 3.8311 -0.2751 -1.7115
H8 2.9736 0.2042 2.3678
H9 4.7025 -1.4768 1.3824
H10 5.1507 -1.2130 -0.3141
H11 5.5216 0.0210 0.9019
H12 0.2037 2.9295 0.5244

Its gap between HOMO and LUMO (alpha / beta) is 6.17 / 6.41 eV. The spin multiplicity is 1. Its total charge is +1. As for the HOMO energy (alpha / beta): -11.79 / -11.76 eV.


Least stable: #b


#a
This record from the Open Molecules 2025 dataset describes the molecule C20H28O5. The level of theory is the ωB97M-V functional and the def2-TZVPD basis.

Element x y z (Å)
C1 5.4551 1.4652 -1.9761
C2 5.0634 2.2976 -1.0311
C3 4.4094 1.9109 0.2651
C4 4.1130 0.4435 0.3678
C5 5.0009 -0.4227 0.9762
C6 4.7614 -1.7908 1.0532
C7 3.5926 -2.2776 0.4952
C8 2.6829 -1.4307 -0.1186
C9 2.9309 -0.0674 -0.1918
O1 2.1148 0.8542 -0.7888
C10 0.8678 0.4564 -1.3060
C11 -0.1880 0.2544 -0.2145
H1 -0.2955 1.1891 0.3385
H2 0.1552 -0.5072 0.4892
C12 -1.5276 -0.1569 -0.8156
H3 -1.4092 -1.0906 -1.3708
H4 -1.8800 0.6053 -1.5112
C13 -2.5926 -0.3627 0.2622
C14 -2.9083 0.9123 1.0405
O2 -3.1412 0.9289 2.2196
O3 -2.9243 1.9758 0.2474
C15 -3.3094 3.2228 0.8313
C16 -4.8237 3.3500 0.9014
H5 -5.2557 3.1964 -0.0845
H6 -5.2278 2.6064 1.5841
H7 -5.0916 4.3397 1.2597
H8 -2.8726 3.2967 1.8328
H9 -2.8790 3.9837 0.1773
C17 -3.9218 -0.7661 -0.3699
O4 -4.3687 -0.2905 -1.3779
O5 -4.5259 -1.6914 0.3686
C18 -5.8072 -2.1515 -0.0740
C19 -5.6705 -3.2388 -1.1294
H10 -6.6549 -3.6110 -1.3976
H11 -5.0714 -4.0614 -0.7466
H12 -5.1925 -2.8353 -2.0187
H13 -6.3688 -1.3017 -0.4749
H14 -6.2949 -2.5316 0.8255
H15 -2.3054 -1.1289 0.9860
H16 0.5655 1.2796 -1.9601
H17 0.9666 -0.4475 -1.9206
H18 1.7877 -1.8581 -0.5425
H19 3.3769 -3.3358 0.5354
C20 5.7477 -2.6957 1.7286
H20 5.8075 -2.4643 2.7919
H21 6.7413 -2.5625 1.3032
H22 5.4579 -3.7377 1.6185
H23 5.9107 -0.0219 1.4010
H24 3.4769 2.4746 0.3549
H25 5.0657 2.2153 1.0864
H26 5.2110 3.3639 -1.1516
H27 5.9207 1.8160 -2.8818
H28 5.3249 0.3996 -1.8869

Its gap between HOMO and LUMO is 8.97 eV. The spin multiplicity is 1. Its total charge is 0. The structure (SMILES) is C=CCc1cc(C)ccc1OCCCC(C(=O)OCC)C(=O)OCC. As for the HOMO energy: -8.17 eV.


#b
This record from the Open Molecules 2025 dataset describes a 2-piece molecular cluster, C20H28O5 overall. The level of theory is the ωB97M-V functional and the def2-TZVPD basis.

Element x y z (Å)
C1 5.9215 -1.1576 -3.6574
O1 5.2682 0.1316 -3.6889
C2 3.9121 0.1180 -3.6588
C3 3.2516 1.3744 -3.5485
C4 1.8796 1.4052 -3.4887
C5 1.1265 0.1989 -3.5427
C6 -0.2902 0.2635 -3.4641
O2 -1.0093 -0.8208 -3.4915
C7 -2.4053 -0.6623 -3.1592
C8 1.7924 -1.0509 -3.6456
C9 3.1645 -1.0907 -3.7085
H1 6.9816 -0.9225 -3.6477
H2 5.6435 -1.7188 -2.7559
H3 5.6691 -1.7507 -4.5453
H4 3.8541 2.2832 -3.5033
H5 1.3200 2.3372 -3.3981
H6 -0.8324 1.2107 -3.3619
H7 -2.8296 -1.6629 -3.1965
H8 -2.4952 -0.2283 -2.1557
H9 -2.8796 -0.0145 -3.9061
H10 1.2195 -1.9756 -3.6725
H11 3.6766 -2.0551 -3.7807
C10 -2.1323 4.4786 1.1494
C11 -2.0097 3.1266 0.5035
O3 -2.0268 2.1011 1.5102
C12 -2.0039 0.8722 0.9278
C13 -2.0560 -0.1994 1.9432
C14 -1.8748 -1.5554 1.5126
O4 -1.6116 -1.8585 0.3495
C15 -1.9333 -2.6545 2.5980
C16 -0.5846 -2.9313 3.2603
C17 -0.1585 -1.9158 4.3219
C18 0.2737 -0.5432 3.7650
C19 -0.7607 0.5606 3.9640
C20 -2.1446 0.1965 3.3711
O5 -1.9465 0.7697 -0.2910
H12 -2.1121 5.2245 0.3529
H13 -3.0804 4.5953 1.6817
H14 -1.3001 4.6952 1.8247
H15 -2.8490 2.9641 -0.1827
H16 -1.0675 3.0550 -0.0537
H17 -2.6879 -2.4282 3.3593
H18 -2.2311 -3.5797 2.0922
H19 -0.6360 -3.9200 3.7379
H20 0.1866 -2.9973 2.4818
H21 -0.9636 -1.7901 5.0581
H22 0.7034 -2.3401 4.8568
H23 1.2045 -0.2407 4.2682
H24 0.5151 -0.6330 2.6964
H25 -0.8742 0.7891 5.0344
H26 -0.4067 1.4719 3.4629
H27 -2.7851 1.0844 3.4504
H28 -2.5857 -0.6099 3.9708

Its gap between HOMO and LUMO is 2.98 eV. The spin multiplicity is 1. Its total charge is 0. As for the HOMO energy: -5.36 eV.


Least stable: #b


#a
This record from the Open Molecules 2025 dataset describes a 2-piece molecular cluster, CH3NO3PS overall. The level of theory is the ωB97M-V functional and the def2-TZVPD basis.

Element x y z (Å)
C1 2.1191 -1.8871 -1.8823
N1 3.2245 -2.0729 -1.7858
O1 1.1853 0.6250 -0.5564
O2 -1.2571 0.5364 -0.0895
O3 0.1763 -1.4516 0.4511
P1 -0.0553 -0.3637 -0.6176
S1 -0.2915 -1.1196 -2.4559
H1 1.0507 1.6023 -0.6044
H2 -2.1212 0.3239 -0.3252
H3 0.0798 -1.2658 1.3731

Its gap between HOMO and LUMO (alpha / beta) is 7.60 / 7.57 eV. The spin multiplicity is 1. Its total charge is +1. As for the HOMO energy (alpha / beta): -16.50 / -16.48 eV.


#b
This record from the Open Molecules 2025 dataset describes a 2-piece molecular cluster, CH3NO3PS overall. The level of theory is the ωB97M-V functional and the def2-TZVPD basis.

Element x y z (Å)
C1 -2.4417 -1.6942 -0.1501
N1 -2.7648 -2.5106 -0.8606
O1 -2.0396 2.3419 0.4365
O2 -2.4484 1.0387 -1.6738
O3 0.6492 -1.2709 0.3012
P1 -2.1759 0.9848 -0.3009
S1 -1.9400 -0.5192 1.0211
H1 -2.4936 3.0882 0.0407
H2 1.3682 -0.7868 0.7636
H3 0.7585 -1.0843 -0.6628

Its gap between HOMO and LUMO is 9.21 eV. The spin multiplicity is 1. Its total charge is +1. As for the HOMO energy: -15.60 eV.


Least stable: #a